(1)
Formula: C25H21FN2O3S
Source: OMol25
Level of theory: wB97M-V/def2-TZVPD

```
53
C25H21FN2O3S, DFT wB97M-V/def2-TZVPD
C 2.28 3.62 -4.34
C 1.00 2.85 -4.61
C -0.15 3.76 -5.03
O 0.63 2.03 -3.48
C 0.37 2.59 -2.31
O 0.34 3.77 -2.06
C 0.13 1.51 -1.25
C 1.32 1.61 -0.30
O 2.41 1.16 -0.60
C 1.20 2.71 0.74
S -0.28 2.58 1.79
C -0.38 0.84 1.83
N 0.50 0.19 1.10
C 0.46 -1.13 1.01
C 1.48 -1.80 0.21
C 2.81 -1.39 0.30
C 3.79 -2.02 -0.46
C 3.42 -3.04 -1.31
F 4.36 -3.65 -2.06
C 2.10 -3.46 -1.42
C 1.14 -2.84 -0.65
C -0.52 -1.86 1.68
C -1.46 -1.21 2.48
C -2.49 -1.97 3.20
C -2.15 -3.13 3.89
C -3.11 -3.84 4.57
C -4.43 -3.42 4.56
C -4.78 -2.27 3.87
C -3.82 -1.55 3.19
C -1.39 0.19 2.57
C -2.24 0.94 3.40
N -2.91 1.58 4.08
H 3.05 2.95 -3.96
H 2.63 4.07 -5.26
H 2.10 4.40 -3.61
H 1.17 2.09 -5.39
H 0.10 4.25 -5.96
H -1.06 3.17 -5.18
H -0.34 4.51 -4.27
H -0.81 1.73 -0.74
H 0.10 0.54 -1.73
H 1.10 3.66 0.21
H 2.08 2.72 1.38
H 3.08 -0.59 0.97
H 4.82 -1.71 -0.41
H 1.85 -4.26 -2.10
H 0.11 -3.15 -0.74
H -0.55 -2.94 1.59
H -1.12 -3.45 3.91
H -2.84 -4.74 5.11
H -5.19 -3.98 5.09
H -5.81 -1.94 3.85
H -4.10 -0.66 2.64
```

As for the structure (SMILES): CC(C)OC(=O)CC(=O)CSc1nc(-c2ccc(F)cc2)cc(-c2ccccc2)c1C#N. The value obtained for the strongest force on any atom is 1.088 eV/A. The LUMO energy is -0.01802 Ha. The calculation puts the HOMO-LUMO gap at 8.32 eV.

(2)
Formula: C6H15NO
Source: OMol25
Level of theory: wB97M-V/def2-TZVPD

```
23
C6H15NO, DFT wB97M-V/def2-TZVPD
C -2.26 1.37 -1.05
C -1.23 1.00 0.03
C -0.62 2.27 0.64
C -0.21 0.01 -0.50
C 0.71 -0.64 0.55
N -0.03 -1.26 1.64
C 1.53 -1.73 -0.14
O 2.24 -1.21 -1.30
H -1.78 2.05 -1.73
H -3.17 1.78 -0.60
H -2.67 0.50 -1.55
H -1.79 0.56 0.86
H 0.33 2.04 1.13
H -0.46 3.09 -0.07
H -1.30 2.70 1.38
H -0.77 -0.80 -0.99
H 0.36 0.45 -1.32
H 1.34 0.14 0.95
H -0.28 -0.60 2.34
H -0.72 -1.95 1.41
H 2.32 -2.21 0.44
H 0.88 -2.44 -0.57
H 2.72 -0.39 -1.13
```

As for the structure (SMILES): CC(C)C[C@@H](N)CO. The value obtained for the strongest force on any atom is 2.652 eV/A. The LUMO energy is 0.03571 Ha. The calculation puts the HOMO-LUMO gap at 10.04 eV.

(3)
Formula: C6H18NO
Source: OMol25
Level of theory: wB97M-V/def2-TZVPD

```
26
C6H18NO, DFT wB97M-V/def2-TZVPD
C -2.98 1.11 -0.27
C -1.63 0.38 0.08
C -0.41 0.78 -0.74
C 0.89 0.02 -0.37
C 1.01 -0.18 1.14
C 1.03 -1.27 -1.17
N -1.89 -0.93 -0.09
H -3.19 1.07 -1.33
H -2.94 2.15 0.03
H -3.79 0.70 0.34
H -1.45 0.52 1.17
H -0.64 0.65 -1.77
H -0.23 1.86 -0.59
H 1.69 0.71 -0.63
H 0.36 -0.98 1.53
H 2.02 -0.39 1.47
H 0.77 0.77 1.62
H 0.52 -2.09 -0.66
H 2.05 -1.60 -1.38
H 0.61 -1.16 -2.18
H -5.86 -2.63 0.70
H -2.60 -1.22 0.61
H -5.33 -2.56 1.22
H 5.11 -0.03 0.96
H 4.54 1.07 0.11
O 4.28 0.45 0.80
```

The value obtained for the strongest force on any atom is 3.266 eV/A. Its charge is +1. The LUMO energy is -0.31770 Ha. The calculation puts the HOMO-LUMO gap at 5.59 eV.

(4)
Formula: C23H44INO17P2S2
Source: OMol25
Level of theory: wB97M-V/def2-TZVPD

```
90
C23H44INO17P2S2, DFT wB97M-V/def2-TZVPD
C 0.73 2.66 1.07
C -0.09 2.08 0.42
C -1.04 1.21 -0.29
C -1.80 0.31 0.71
S -3.52 0.82 0.71
O -3.99 0.72 -0.64
O -3.59 2.12 1.32
O -0.45 0.58 -1.42
C 0.23 -0.61 -1.27
C 1.07 -0.78 0.00
S 1.22 -2.46 0.60
O 2.42 -2.48 1.39
O 0.01 -2.84 1.28
O -0.64 -1.80 -1.39
C -1.73 -1.61 -2.06
N -2.68 -1.56 -2.71
C 1.18 -0.69 -2.50
C 1.98 0.60 -2.66
C 3.34 0.43 -3.34
C 3.95 1.82 -3.59
C 5.35 1.67 -4.23
C 6.35 2.75 -3.82
C 5.83 4.17 -3.83
O 5.71 4.70 -5.16
C 4.54 4.45 -5.81
C 3.26 5.01 -5.24
O 4.54 3.85 -6.85
O 1.98 -1.85 -2.42
C 1.58 -2.92 -3.22
I 2.01 -2.67 -5.31
H 1.51 3.14 1.61
H -1.78 1.90 -0.70
H -1.77 -0.76 0.50
H -1.44 0.44 1.73
H -4.17 -0.09 1.47
H 0.70 -0.26 0.88
H 2.08 -0.44 -0.18
H 1.46 -3.26 -0.46
H 0.52 -0.78 -3.37
H 2.11 1.10 -1.70
H 1.36 1.28 -3.25
H 3.17 -0.05 -4.30
H 3.98 -0.16 -2.69
H 3.27 2.33 -4.26
H 4.00 2.36 -2.65
H 5.21 1.69 -5.31
H 5.72 0.68 -3.97
H 7.19 2.72 -4.51
H 6.72 2.51 -2.82
H 6.57 4.80 -3.33
H 4.91 4.29 -3.25
H 2.45 4.36 -5.56
H 3.26 5.08 -4.16
H 3.06 6.00 -5.65
H 2.13 -3.80 -2.88
H 0.52 -3.14 -3.14
C -3.49 -7.96 2.63
O -2.07 -8.21 2.67
P -1.22 -8.02 1.34
O -2.04 -7.72 0.16
O -0.34 -9.33 1.26
C -1.01 -10.56 1.01
O -0.11 -6.98 1.71
C -0.50 -5.60 1.81
H -4.00 -8.74 2.07
H -3.84 -7.96 3.66
H -3.70 -6.99 2.18
H -1.77 -10.45 0.24
H -1.47 -10.93 1.94
H -0.27 -11.28 0.68
H -1.10 -5.45 2.71
H -1.06 -5.29 0.93
H 0.40 -5.01 1.89
C -4.01 3.55 6.85
O -4.86 4.49 6.19
P -4.22 5.51 5.14
O -2.75 5.43 5.08
O -4.83 6.91 5.53
C -4.43 7.47 6.78
O -4.99 5.26 3.79
C -4.66 4.07 3.05
H -3.38 4.06 7.58
H -4.66 2.85 7.37
H -3.39 3.02 6.14
H -3.36 7.35 6.94
H -4.98 6.99 7.60
H -4.67 8.53 6.76
H -5.03 3.19 3.57
H -3.58 4.00 2.91
H -5.14 4.15 2.08
```

As for the structure (SMILES): C#C[C@H](C[SH](=O)=O)O[C@@](C[SH](=O)=O)(OC#N)[C@@H](CCCCCCOC(C)=O)OCI.COP(=O)(OC)OC.COP(=O)(OC)OC. The value obtained for the strongest force on any atom is 1.687 eV/A. The LUMO energy is -0.00214 Ha. The calculation puts the HOMO-LUMO gap at 9.94 eV.

(5)
Formula: C27H32N5SiTi
Source: OMol25
Level of theory: wB97M-V/def2-TZVPD

```
66
C27H32N5SiTi, DFT wB97M-V/def2-TZVPD
Ti 7.58 10.63 8.91
C 5.44 8.51 9.95
C 6.85 8.11 10.21
C 7.03 6.78 10.55
C 8.14 6.47 11.31
C 9.19 7.35 11.39
C 9.03 8.60 10.77
N 7.85 9.03 10.22
C 10.07 9.58 10.86
C 11.27 9.76 11.61
C 11.86 11.07 11.72
C 11.16 12.24 11.28
C 9.94 12.01 10.63
N 9.70 10.73 10.10
C 8.81 12.92 10.50
C 8.85 14.25 10.92
C 7.76 15.14 10.76
C 6.54 14.57 10.32
C 6.48 13.17 10.17
C 5.17 12.55 9.94
N 7.58 12.35 10.10
H 5.22 9.45 10.44
H 4.72 7.73 10.28
H 5.36 8.63 8.90
H 6.24 6.07 10.27
H 8.22 5.49 11.83
H 10.04 7.19 12.06
H 11.86 8.95 12.02
H 12.83 11.21 12.19
H 11.64 13.23 11.38
H 9.80 14.68 11.24
H 7.93 16.17 11.07
H 5.63 15.13 10.25
H 4.36 13.38 9.96
H 4.95 11.82 10.76
H 5.07 11.96 9.00
C 7.66 14.36 7.08
C 6.92 13.14 6.60
C 6.05 13.29 5.57
C 5.45 12.13 4.99
C 5.73 10.89 5.51
C 6.66 10.76 6.60
N 7.21 11.87 7.15
N 6.92 9.57 7.26
Si 6.92 7.98 6.42
C 7.32 8.17 4.58
C 8.07 6.86 7.33
C 5.18 7.25 6.51
H 8.34 14.77 6.31
H 8.18 14.15 7.99
H 6.90 15.13 7.22
H 5.85 14.34 5.26
H 4.86 12.23 4.08
H 5.19 10.03 5.11
H 7.85 9.11 4.36
H 6.37 8.19 4.01
H 7.92 7.36 4.18
H 7.44 6.21 7.99
H 8.81 7.40 7.92
H 8.55 6.24 6.57
H 4.35 7.97 6.67
H 5.13 6.45 7.29
H 4.92 6.69 5.55
C 9.61 10.59 8.66
H 10.14 11.40 8.17
H 9.95 9.57 8.34
```

The value obtained for the strongest force on any atom is 2.560 eV/A. Its charge is +1. The LUMO energy (alpha / beta) is -0.12458 / -0.12437 Ha. The calculation puts the HOMO-LUMO gap (alpha / beta) at 5.68 / 5.69 eV.

(6)
Formula: C3H5NO
Source: OMol25
Level of theory: wB97M-V/def2-TZVPD

```
10
C3H5NO, DFT wB97M-V/def2-TZVPD
C -1.12 0.12 1.44
C -0.69 0.24 0.18
C 0.55 -0.46 -0.28
N 1.05 -0.10 -1.50
O 1.11 -1.27 0.44
H -2.01 0.67 1.75
H -0.56 -0.54 2.16
H -1.22 0.91 -0.51
H 0.86 0.84 -2.01
H 2.03 -0.42 -1.69
```

As for the structure (SMILES): C=CC(N)=O. The value obtained for the strongest force on any atom is 2.914 eV/A. The LUMO energy is 0.03013 Ha. The calculation puts the HOMO-LUMO gap at 10.79 eV.

(7)
Formula: C5H9NO
Source: OMol25
Level of theory: wB97M-V/def2-TZVPD

```
16
C5H9NO, DFT wB97M-V/def2-TZVPD
C -0.01 -3.09 0.54
C 0.40 -1.85 1.30
C 0.79 -0.78 0.65
N 1.03 0.19 -0.06
C -0.19 0.81 -0.59
O 0.05 1.89 -1.41
C -0.07 3.16 -0.82
H 0.40 -4.01 0.98
H -1.11 -3.18 0.54
H 0.31 -3.04 -0.50
H 0.29 -1.80 2.38
H -0.84 1.09 0.25
H -0.70 0.08 -1.22
H -0.34 3.84 -1.64
H 0.86 3.50 -0.34
H -0.88 3.17 -0.07
```

As for the structure (SMILES): CC=C=NCOC. The value obtained for the strongest force on any atom is 0.746 eV/A. The LUMO energy is 0.03549 Ha. The calculation puts the HOMO-LUMO gap at 9.71 eV.

(8)
Formula: C3HN3O
Source: OMol25
Level of theory: wB97M-V/def2-TZVPD

```
8
C3HN3O, DFT wB97M-V/def2-TZVPD
C -2.36 -0.06 -0.05
C -1.17 0.06 0.10
C 0.26 0.16 0.03
N 1.09 1.18 0.03
N 2.38 0.52 -0.04
N 2.25 -0.74 0.01
O 0.89 -1.01 0.02
H -3.34 -0.10 -0.10
```

As for the structure (SMILES): C#Cc1nnno1. The value obtained for the strongest force on any atom is 5.603 eV/A. The LUMO energy is -0.00847 Ha. The calculation puts the HOMO-LUMO gap at 10.89 eV.

(9)
Formula: C4H9NO2
Source: OMol25
Level of theory: wB97M-V/def2-TZVPD

```
16
C4H9NO2, DFT wB97M-V/def2-TZVPD
O 0.12 -2.73 -1.40
C 0.61 -1.69 -0.98
C -0.16 -0.47 -0.40
C -1.14 0.07 -1.46
N 0.72 0.62 0.10
C 0.77 0.64 1.54
O -0.53 1.01 2.10
H 1.62 -1.39 -1.28
H -0.63 -0.83 0.48
H -1.99 -0.59 -1.79
H -1.61 0.97 -1.13
H -0.59 0.36 -2.37
H 0.47 1.53 -0.30
H 1.08 -0.21 2.02
H 1.61 1.48 1.82
H -0.35 1.22 3.04
```

The multiplicity is 2. The value obtained for the strongest force on any atom is 5.225 eV/A. Its charge is -1. The LUMO energy (alpha / beta) is 0.12898 / 0.12545 Ha. The calculation puts the HOMO-LUMO gap (alpha / beta) at 2.65 / 6.43 eV. As for the expectation value of S²: 0.753.

(10)
Formula: C2H9N2
Source: OMol25
Level of theory: wB97M-V/def2-TZVPD

```
13
C2H9N2, DFT wB97M-V/def2-TZVPD
C -3.80 -5.96 -2.62
H -4.69 -6.62 -2.48
H -4.05 -6.05 -3.68
H -3.93 -4.89 -2.45
H -3.28 -6.26 -1.72
N 1.98 2.61 0.00
C 1.49 1.90 0.99
N 1.12 2.48 2.10
H 1.94 3.60 -0.17
H 2.56 2.21 -0.72
H 1.53 0.83 0.86
H 0.60 1.98 2.81
H 1.22 3.47 2.26
```

The value obtained for the strongest force on any atom is 3.202 eV/A. Its charge is +1. The LUMO energy is -0.15680 Ha. The calculation puts the HOMO-LUMO gap at 7.92 eV.

(11)
Formula: C3H8NO
Source: OMol25
Level of theory: wB97M-V/def2-TZVPD

```
13
C3H8NO, DFT wB97M-V/def2-TZVPD
C 0.00 1.20 0.66
C -0.41 0.59 1.82
C 0.83 0.74 -1.51
N 0.27 0.37 -0.43
H 0.06 2.27 0.47
H 0.02 -0.44 1.90
H -0.78 1.13 2.66
H 1.14 0.08 -2.22
H 0.80 1.84 -1.96
H -0.27 -0.56 -0.46
H -0.88 -2.61 0.38
H -0.58 -2.42 -1.10
O -0.19 -2.18 -0.20
```

The value obtained for the strongest force on any atom is 4.371 eV/A. Its charge is +1. The LUMO energy is -0.20124 Ha. The calculation puts the HOMO-LUMO gap at 9.07 eV.

(12)
Formula: C15H38N6NaO9
Source: OMol25
Level of theory: wB97M-V/def2-TZVPD

```
69
C15H38N6NaO9, DFT wB97M-V/def2-TZVPD
Na 3.25 -34.31 -30.56
C 4.83 -36.64 -31.07
O 5.24 -35.67 -30.53
O 5.63 -37.44 -31.61
O 3.61 -36.92 -30.91
C 5.70 -32.06 -31.83
O 4.29 -32.21 -31.56
C 3.66 -31.22 -30.72
C 2.18 -31.49 -30.70
N 1.80 -32.40 -29.62
C 0.33 -32.51 -29.52
C -0.36 -31.25 -28.83
O -0.26 -30.01 -29.59
C -1.01 -28.95 -29.11
H 5.94 -32.72 -32.66
H 6.24 -32.36 -30.93
H 5.88 -31.06 -32.24
H 4.05 -30.25 -31.00
H 4.05 -31.26 -29.70
H 1.78 -31.93 -31.61
H 1.76 -30.48 -30.68
H 1.99 -31.99 -28.72
H 0.27 -33.31 -28.78
H -0.16 -32.87 -30.43
H 0.12 -31.13 -27.86
H -1.37 -31.59 -28.59
H -1.00 -28.71 -28.05
H -2.07 -29.21 -29.14
H -0.87 -28.02 -29.66
C 6.04 -35.48 -34.63
O 5.13 -34.35 -34.82
C 3.86 -34.48 -34.33
C 2.96 -33.50 -35.14
N 2.99 -33.69 -36.62
C 3.25 -32.37 -37.31
C 3.46 -32.60 -38.80
O 4.49 -33.55 -39.11
C 4.66 -33.92 -40.44
H 5.68 -36.33 -35.22
H 6.26 -35.63 -33.58
H 7.01 -35.15 -35.01
H 3.89 -34.36 -33.25
H 3.55 -35.51 -34.50
H 2.81 -32.47 -34.81
H 1.93 -33.75 -34.91
H 3.84 -34.20 -36.80
H 4.14 -31.82 -37.01
H 2.37 -31.76 -37.13
H 3.66 -31.66 -39.30
H 2.52 -32.96 -39.21
H 5.47 -34.65 -40.52
H 4.94 -33.22 -41.23
H 3.77 -34.47 -40.76
C 3.08 -36.51 -27.34
O 2.80 -36.43 -26.17
N 4.26 -36.24 -27.82
N 2.26 -36.68 -28.30
H 4.52 -36.20 -28.80
H 4.91 -35.82 -27.18
H 2.60 -36.59 -29.24
H 1.31 -36.54 -27.98
C 0.87 -35.57 -32.73
O 1.19 -34.57 -32.09
N 0.12 -35.54 -33.78
N 1.28 -36.76 -32.43
H -0.21 -34.63 -34.05
H 0.03 -36.39 -34.33
H 1.17 -37.49 -33.12
H 2.10 -36.68 -31.84
```

The value obtained for the strongest force on any atom is 10.091 eV/A. Its charge is -1. The LUMO energy is 0.06994 Ha. The calculation puts the HOMO-LUMO gap at 4.61 eV.

Number 12 is which compound? C15H38N6NaO9